# 1
The following is a quantum chemistry calculation of 16 unconnected molecules or ions with the total composition C37H64Br22O15, from the OMol25 dataset.

The geometry in ORCA input format:
```
! wB97M-V def2-TZVPD RIJCOSX def2/J DEFGRID3
* xyz 0 1
Br 21.156 21.249 13.575
C 21.332 19.277 13.559
C 20.866 18.708 14.869
Br 21.658 19.589 16.391
H 22.290 19.014 13.162
H 20.586 18.891 12.830
H 21.096 17.675 14.965
H 19.805 18.937 14.933
Br 19.222 11.080 21.383
C 18.447 12.611 20.307
C 16.895 12.568 20.357
Br 16.200 11.131 19.208
H 18.905 12.426 19.304
H 18.821 13.517 20.768
H 16.471 13.425 19.885
H 16.471 12.392 21.354
Br 23.648 16.009 19.069
C 21.780 16.611 19.211
C 21.073 15.793 20.259
Br 19.278 16.510 20.645
H 21.396 16.434 18.234
H 21.848 17.619 19.547
H 21.666 16.032 21.198
H 21.060 14.721 20.033
Br 23.374 15.315 14.227
C 22.817 14.489 15.902
C 22.209 13.159 15.768
Br 23.548 11.832 15.373
H 22.063 15.136 16.321
H 23.712 14.452 16.476
H 21.316 13.041 15.144
H 21.882 12.723 16.695
Br 14.631 15.768 19.838
C 16.255 16.477 19.035
C 15.913 16.799 17.608
Br 17.527 17.365 16.643
H 16.885 15.626 18.988
H 16.766 17.387 19.548
H 15.083 17.503 17.402
H 15.601 15.889 17.121
Br 19.943 10.551 15.914
C 20.605 9.497 17.441
C 22.003 9.027 17.238
Br 22.182 7.790 15.771
H 19.878 8.749 17.691
H 20.454 10.118 18.362
H 22.255 8.423 18.105
H 22.755 9.843 17.191
Br 18.134 20.532 19.740
C 20.007 20.738 20.029
C 20.448 21.773 19.013
Br 22.156 22.580 19.529
H 20.579 19.845 19.935
H 20.106 21.241 20.974
H 19.674 22.618 19.004
H 20.565 21.521 17.985
Br 19.885 12.154 12.693
C 20.202 14.020 11.999
C 21.132 14.011 10.814
Br 21.784 15.811 10.615
H 20.663 14.598 12.842
H 19.224 14.349 11.723
H 20.787 13.736 9.798
H 22.042 13.475 10.988
Br 18.553 12.381 7.039
C 17.290 12.768 8.468
C 17.314 11.639 9.550
Br 16.035 11.997 10.986
H 16.321 12.852 8.003
H 17.657 13.705 8.843
H 18.356 11.496 9.841
H 17.045 10.717 9.028
Br 14.839 22.238 13.818
C 15.926 20.903 12.801
C 16.439 19.703 13.545
Br 17.733 18.644 12.457
H 16.758 21.437 12.412
H 15.340 20.637 11.916
H 15.664 18.918 13.780
H 16.956 19.900 14.472
Br 14.674 10.955 14.353
C 16.268 9.778 14.644
C 16.131 9.042 15.942
Br 17.415 7.625 16.119
H 17.108 10.470 14.552
H 16.238 9.179 13.700
H 15.187 8.541 16.165
H 16.385 9.696 16.674
C 11.246 14.655 17.556
C 10.670 14.439 16.158
O 11.821 14.194 15.398
C 12.931 14.561 16.077
O 14.011 14.716 15.605
O 12.695 14.783 17.356
H 11.127 13.780 18.224
H 10.863 15.605 17.994
H 10.068 15.129 15.578
H 10.008 13.595 16.195
C 10.624 11.920 12.619
C 11.654 12.644 11.690
O 11.324 14.049 11.872
C 10.317 14.176 12.781
O 9.807 15.187 13.152
O 9.929 12.972 13.279
H 11.151 11.446 13.415
H 9.853 11.329 12.148
H 11.672 12.324 10.645
H 12.677 12.541 12.071
C 15.481 15.444 12.937
C 14.730 16.180 11.791
O 15.406 15.678 10.645
C 16.656 15.374 11.006
O 17.511 15.201 10.206
O 16.720 15.178 12.301
H 15.008 14.436 13.124
H 15.605 15.962 13.882
H 14.862 17.308 11.834
H 13.671 15.921 11.635
C 16.986 13.126 16.195
C 17.709 13.875 15.114
O 19.033 13.985 15.675
C 18.906 13.857 17.070
O 19.828 14.086 17.825
O 17.674 13.565 17.400
H 17.063 12.011 16.219
H 15.953 13.362 16.294
H 17.254 14.893 15.047
H 17.761 13.474 14.106
C 11.921 8.831 19.127
C 12.145 10.028 19.989
O 11.085 10.832 19.548
C 10.729 10.512 18.347
O 9.971 11.076 17.639
O 11.291 9.348 17.960
H 11.203 8.095 19.590
H 12.792 8.273 18.852
H 13.097 10.492 19.854
H 11.952 9.919 21.005
*
```

* E: -1611055.5612 eV
* LUMO level: 0.0 eV
* molecular weight: 2506.792 g/mol



# 2
The following is a quantum chemistry calculation of a single C3H2O molecule, from the OMol25 dataset.

The geometry in ORCA input format:
```
! wB97M-V def2-TZVPD RIJCOSX def2/J DEFGRID3
* xyz 0 1
O 0.842 0.894 1.832
C 0.127 0.449 0.975
C 0.416 0.013 -0.384
C -0.005 -0.557 -1.363
H -0.947 0.269 1.131
H -0.432 -1.068 -2.192
*
```

* relative energy (zero: lowest compared OMol25 entry of this formula, charge and spin): 33.8 kJ/mol
* E: -5187.8405 eV
* LUMO level: 0.1 eV
* SMILES: C#CC=O
* molecular weight: 54.048 g/mol



# 3
The following is a quantum chemistry calculation of a single C20H29N3O3S molecule, from the OMol25 dataset.

The geometry in ORCA input format:
```
! wB97M-V def2-TZVPD RIJCOSX def2/J DEFGRID3
* xyz 0 1
C -5.241 0.847 -4.085
C -4.125 1.301 -3.153
C -3.055 0.227 -2.952
C -1.725 0.743 -2.401
C -1.805 1.336 -1.006
O -2.584 2.236 -0.755
N -0.767 1.002 -0.149
C -0.538 -0.408 0.171
C -0.595 1.917 0.984
C 0.856 1.888 1.487
N 0.841 0.974 2.624
C 1.624 -0.124 2.803
O 1.338 -1.004 3.603
C 2.871 -0.200 1.986
C 3.575 -1.329 1.981
C 4.805 -1.520 1.238
C 5.649 -2.576 1.139
C 6.666 -2.125 0.253
C 7.874 -2.860 -0.229
N 6.435 -0.902 -0.138
O 5.261 -0.510 0.480
C -0.441 1.084 3.311
C -1.408 1.585 2.239
C -2.590 2.421 2.630
C -2.791 1.007 2.166
S -3.716 -1.096 -1.882
C -2.751 -2.496 -2.484
H -5.974 1.641 -4.226
H -4.847 0.579 -5.068
H -5.761 -0.024 -3.684
H -3.637 2.191 -3.560
H -4.529 1.606 -2.187
H -2.856 -0.236 -3.923
H -0.974 -0.046 -2.444
H -1.351 1.559 -3.028
H -1.024 -1.040 -0.568
H 0.528 -0.641 0.198
H -0.982 -0.655 1.138
H -0.845 2.907 0.613
H 1.539 1.568 0.706
H 1.149 2.889 1.815
H 3.213 0.659 1.426
H 3.223 -2.168 2.570
H 5.565 -3.533 1.624
H 7.894 -3.870 0.176
H 7.877 -2.922 -1.316
H 8.783 -2.347 0.080
H -0.710 0.110 3.715
H -0.362 1.793 4.141
H -2.719 2.636 3.684
H -2.889 3.207 1.951
H -3.237 0.861 1.192
H -3.043 0.259 2.907
H -3.036 -3.363 -1.891
H -2.980 -2.697 -3.530
H -1.678 -2.341 -2.372
*
```

* relative energy (zero: lowest compared OMol25 entry of this formula, charge and spin): 274.1 kJ/mol
* E: -42657.1728 eV
* LUMO level: -0.1 eV
* SMILES: CC[C@@H](CC(=O)N(C)[C@@H]1CN(C(=O)/C=C/c2cc(C)no2)CC12CC2)SC
* molecular weight: 391.537 g/mol



# 4
The following is a quantum chemistry calculation of 5 unconnected molecules or ions with the total composition C17H20N2O19S4, from the OMol25 dataset.

The geometry in ORCA input format:
```
! wB97M-V def2-TZVPD RIJCOSX def2/J DEFGRID3
* xyz 0 1
O 9.917 -3.239 0.191
C 9.200 -3.076 -0.708
N 8.526 -2.748 -1.720
C 7.910 -1.458 -1.324
C 8.713 -0.191 -1.273
C 8.071 1.091 -0.833
C 6.630 1.132 -0.428
C 5.884 -0.133 -0.506
C 6.486 -1.425 -0.943
C 5.385 -2.531 -0.889
O 5.520 -3.696 -1.176
N 4.135 -1.903 -0.469
C 4.409 -0.500 -0.153
O 3.569 0.211 0.346
H 9.803 -0.238 -1.559
H 8.665 2.047 -0.766
H 6.120 2.056 -0.064
H 3.457 -1.946 -1.255
C 0.682 -4.794 -1.928
C -0.453 -4.156 -1.150
O -0.142 -2.759 -1.120
S 0.632 -2.369 -2.483
O -0.311 -1.819 -3.397
O 1.842 -1.701 -2.132
O 0.991 -3.866 -2.969
H 1.571 -4.914 -1.303
H 0.403 -5.759 -2.350
H -0.537 -4.552 -0.141
H -1.408 -4.278 -1.669
C -1.459 -0.796 3.571
C -1.253 -2.246 3.967
O -1.622 -2.998 2.808
S -1.258 -2.142 1.484
O -0.003 -2.589 0.988
O -2.422 -2.065 0.665
O -1.038 -0.715 2.208
H -2.516 -0.519 3.618
H -0.879 -0.112 4.190
H -1.861 -2.534 4.822
H -0.201 -2.452 4.183
C -5.527 -0.333 -0.148
C -4.673 0.283 -1.239
O -5.587 1.044 -2.034
S -6.765 1.616 -1.087
O -6.444 2.959 -0.730
O -8.016 1.251 -1.655
O -6.482 0.674 0.196
H -6.072 -1.206 -0.518
H -4.940 -0.616 0.724
H -4.167 -0.466 -1.845
H -3.934 0.971 -0.821
C -4.720 5.313 0.967
C -4.982 6.458 0.007
O -4.774 7.642 0.781
S -3.628 7.357 1.887
O -2.388 7.843 1.385
O -4.137 7.723 3.165
O -3.621 5.744 1.774
H -5.578 5.143 1.622
H -4.473 4.389 0.448
H -5.991 6.436 -0.400
H -4.260 6.459 -0.814
*
```

* E: -103170.9581 eV
* LUMO level: -0.6 eV
* SMILES: O=C=Nc1cccc2c1C(=O)NC2=O.O=S1(=O)OCCO1.O=S1(=O)OCCO1.O=S1(=O)OCCO1.O=S1(=O)OCCO1
* molecular weight: 684.610 g/mol



# 5
The following is a quantum chemistry calculation of a molecular structure, C5H7P, from the OMol25 dataset.

The geometry in ORCA input format:
```
! wB97M-V def2-TZVPD RIJCOSX def2/J DEFGRID3
* xyz 0 1
C -0.682 -1.472 0.181
C -1.959 -1.116 0.101
C -0.695 1.232 0.224
C 0.268 0.342 0.221
C 1.716 0.352 0.195
P -2.440 0.690 0.065
H -0.022 -2.216 0.106
H -2.747 -1.877 -0.121
H -0.551 2.360 0.163
H 1.968 0.073 1.307
H 2.127 1.464 0.057
H 2.258 -0.431 -0.499
H -2.320 0.548 -1.313
*
```

* relative energy (zero: lowest compared OMol25 entry of this formula, charge and spin): 254.7 kJ/mol
* E: -14583.0583 eV
* LUMO level: 1.0 eV
* molecular weight: 98.085 g/mol



# 6
The following is a quantum chemistry calculation of a molecular structure, C58H50GaN7PS2, from the OMol25 dataset.

The geometry in ORCA input format:
```
! wB97M-V def2-TZVPD RIJCOSX def2/J DEFGRID3
* xyz -1 1
Ga 0.568 -0.793 -1.054
C 0.632 4.521 -2.257
N 0.099 3.190 -2.282
C 0.506 2.167 -1.467
N -0.079 1.032 -1.837
C -0.831 1.299 -2.924
C -0.749 2.649 -3.219
C -1.384 3.369 -4.301
C -1.439 2.778 -5.569
C -2.053 3.429 -6.617
C -2.635 4.676 -6.426
C -2.600 5.263 -5.169
C -1.977 4.621 -4.116
C -1.694 0.314 -3.575
C -3.064 0.545 -3.635
C -3.893 -0.373 -4.251
C -3.356 -1.506 -4.840
C -1.991 -1.733 -4.788
C -1.157 -0.837 -4.143
P 1.056 2.562 0.221
C -0.452 1.974 0.999
N -1.098 0.856 0.720
C -2.194 0.842 1.513
C -2.213 1.982 2.309
N -1.092 2.701 1.965
C -0.706 4.007 2.401
C -3.174 2.365 3.320
C -2.775 2.901 4.547
C -3.711 3.207 5.516
C -5.059 2.986 5.281
C -5.467 2.457 4.065
C -4.539 2.154 3.091
C -3.180 -0.237 1.578
C -3.804 -0.726 0.437
C -4.706 -1.771 0.539
C -5.017 -2.310 1.775
C -4.434 -1.793 2.920
C -3.513 -0.770 2.822
C 2.035 1.096 0.646
N 1.699 -0.189 0.612
C 2.611 -0.872 1.366
C 3.484 0.045 1.927
N 3.113 1.273 1.458
C 3.717 2.538 1.750
C 4.545 -0.132 2.916
C 5.875 0.141 2.609
C 6.862 -0.091 3.552
C 6.531 -0.577 4.806
C 5.205 -0.826 5.123
C 4.215 -0.602 4.187
C 2.670 -2.321 1.463
C 1.628 -3.108 0.978
C 1.694 -4.487 1.057
C 2.791 -5.105 1.629
C 3.847 -4.329 2.080
C 3.799 -2.954 1.985
H 1.635 4.487 -1.829
H 0.686 4.920 -3.271
H 0.013 5.186 -1.646
H -0.985 1.808 -5.708
H -2.081 2.962 -7.592
H -3.120 5.181 -7.248
H -3.076 6.222 -5.009
H -1.981 5.072 -3.133
H -3.474 1.441 -3.185
H -4.962 -0.210 -4.266
H -4.009 -2.219 -5.328
H -1.575 -2.613 -5.259
H -0.091 -1.019 -4.064
H -1.581 4.548 2.760
H 0.044 3.960 3.199
H -0.273 4.543 1.552
H -1.724 3.040 4.757
H -3.387 3.608 6.467
H -5.790 3.216 6.045
H -6.516 2.280 3.874
H -4.851 1.743 2.143
H -3.564 -0.306 -0.528
H -5.152 -2.176 -0.359
H -5.711 -3.136 1.844
H -4.658 -2.219 3.887
H -3.018 -0.400 3.708
H 4.520 2.399 2.471
H 4.123 2.986 0.840
H 2.963 3.214 2.169
H 6.132 0.495 1.620
H 7.895 0.103 3.303
H 7.308 -0.781 5.530
H 4.944 -1.198 6.103
H 3.181 -0.812 4.422
H 0.749 -2.625 0.575
H 0.880 -5.076 0.662
H 2.832 -6.185 1.710
H 4.725 -4.795 2.506
H 4.655 -2.377 2.297
C -2.119 -5.121 1.372
C -1.652 -3.760 0.904
S -1.198 -2.679 2.151
C -1.626 -3.471 -0.420
C -1.978 -4.456 -1.498
S -1.434 -1.857 -1.117
H -2.089 -5.148 2.459
H -1.503 -5.936 0.983
H -3.153 -5.281 1.056
H -2.318 -5.406 -1.097
H -1.112 -4.629 -2.142
H -2.765 -4.024 -2.117
N 2.002 -0.713 -2.162
C 3.191 -1.268 -2.344
C 3.585 -2.555 -1.897
C 4.871 -3.012 -2.043
C 5.842 -2.237 -2.667
C 5.474 -0.996 -3.170
C 4.191 -0.526 -3.029
H 2.835 -3.167 -1.407
H 5.129 -3.992 -1.653
H 6.859 -2.591 -2.773
H 6.210 -0.380 -3.678
H 3.913 0.445 -3.419
*
```

* E: -154725.7007 eV
* LUMO level: 1.8 eV
* molecular weight: 1009.918 g/mol